A cluster of 27 separate species, C74H172N34O45 in total in a non-equilibrium geometry, computed with wB97M-V/def2-TZVPD.

Summary:
**Largest force on an atom**: 8.131 eV/A
**Energy**: -222330.4738 eV
**HOMO level**: -6.485 eV

XYZ file:
```
325
Properties=species:S:1:pos:R:3:forces:R:3
C 0.19059 1.61383 1.14432 0.58 -0.67 1.69
C -0.45618 0.54832 0.28614 -0.67 0.88 -0.56
C -0.11539 1.04317 -1.12166 -1.80 0.41 -1.52
C -0.43502 0.06655 -2.21185 -0.47 -0.40 -0.03
C 0.52929 -1.04948 -2.11747 0.16 0.00 0.12
C 0.40708 -1.82157 -0.73628 0.54 -1.57 -1.98
N 0.15280 -0.80188 0.43227 2.78 -3.66 5.91
O 0.53096 -1.24404 1.63401 -2.48 3.14 -7.08
C 1.76796 -2.60709 -0.50759 -0.33 0.75 1.12
C -0.83976 -2.81893 -0.76195 0.01 0.58 -0.23
C -1.99281 0.38136 0.62191 1.13 -0.74 -0.08
H 1.21740 1.25616 1.22079 0.22 0.74 0.22
H -0.18725 1.73005 2.16011 -0.08 -0.51 0.11
H 0.11856 2.62468 0.74295 0.09 -0.31 -0.57
H 0.90508 1.41148 -1.22689 -0.34 -0.14 0.35
H -0.79188 1.86802 -1.34546 0.11 0.56 0.64
H -0.35657 0.42391 -3.23861 -0.04 0.71 0.17
H -1.45520 -0.31013 -2.13822 -0.25 0.15 0.09
H 1.49466 -0.58015 -2.30691 0.34 -0.52 0.74
H 0.37871 -1.55974 -3.06881 -0.04 -1.58 0.71
H 2.17805 -3.12065 -1.37718 -0.63 0.33 -0.46
H 1.77366 -3.35018 0.28983 -0.63 -0.01 0.04
H 2.52420 -1.89219 -0.18338 0.02 0.20 -0.24
H -1.79299 -2.31498 -0.92161 -0.13 0.46 0.82
H -0.83471 -3.53293 0.06163 -0.03 0.42 0.32
H -0.92346 -3.44491 -1.65034 1.30 0.06 -0.37
H -2.07458 -0.00358 1.63839 0.14 0.22 0.19
H -2.42959 -0.40468 0.00591 -0.34 0.50 -0.38
H -2.44660 1.36995 0.55235 -0.12 -0.19 -0.30
C 7.07956 5.43890 2.88405 1.25 0.06 0.60
C 8.00760 5.26712 1.67887 -1.92 -0.36 -1.72
C 7.06166 4.95254 0.46956 -0.33 0.82 -0.97
C 7.59248 4.98113 -0.99963 0.87 -0.37 0.57
N 6.87077 4.12303 -1.98417 -2.21 -0.43 -1.24
C 7.18418 2.61492 -1.67920 -1.28 0.55 0.05
C 6.84714 1.91498 -2.95507 0.20 -0.23 0.27
C 7.28365 2.84916 -4.02631 0.54 0.47 -1.66
C 7.37092 4.33901 -3.49713 0.30 -2.71 1.06
C 5.28390 4.33071 -1.99772 -0.03 2.56 2.05
C 4.77808 5.86544 -2.04055 1.18 -0.86 -3.08
C 4.41546 6.33490 -3.48629 -1.22 1.03 0.54
H 6.51545 4.57265 3.22970 0.46 -0.43 -0.26
H 6.31136 6.20903 2.81424 0.43 0.37 -0.30
H 7.87368 5.68819 3.58785 -0.86 0.25 1.11
H 8.76854 4.50668 1.85441 -0.17 -0.17 -0.03
H 8.53721 6.20530 1.51318 -0.01 0.08 -0.09
H 6.29287 5.72505 0.45240 -0.04 0.34 0.33
H 6.41871 4.09569 0.67084 0.55 -0.58 -0.04
H 8.60982 4.59111 -1.03152 0.15 -0.14 0.07
H 7.71049 5.98154 -1.41600 -0.51 0.13 0.18
H 6.51610 2.20966 -0.91925 0.14 0.59 0.51
H 8.22506 2.52689 -1.36789 -0.04 0.19 -0.18
H 5.78187 1.72617 -3.08799 0.06 -0.28 0.51
H 7.41771 0.98924 -3.02953 -0.39 -0.17 0.09
H 6.58091 2.67728 -4.84161 -0.03 0.82 -0.27
H 8.21792 2.44350 -4.41448 0.37 0.74 -0.03
H 6.81222 4.99762 -4.16212 -0.38 0.24 0.91
H 8.40156 4.67037 -3.37031 -0.06 0.01 -0.23
H 4.87377 4.17156 -1.00044 0.77 -1.29 0.22
H 4.70520 3.70177 -2.67422 0.82 -0.07 -0.44
H 5.55757 6.59815 -1.83164 0.19 -0.41 0.93
H 3.95066 5.94563 -1.33555 0.08 0.08 -0.15
H 5.22343 6.61637 -4.16161 0.41 -0.88 0.09
H 3.96448 7.32352 -3.40060 -0.27 0.28 0.39
H 3.61890 5.80852 -4.01213 0.36 -0.61 -0.07
C 4.12611 2.72350 -6.49933 -0.03 -5.11 1.06
C 3.19370 3.67480 -6.23608 1.87 4.00 -0.50
C 2.10336 3.37512 -5.18444 -2.50 3.12 -1.74
O 1.15742 4.19616 -4.93928 0.71 1.30 0.04
C 1.94485 2.19814 -4.59053 2.32 -5.86 0.58
C 2.82642 1.05631 -4.91137 -0.10 4.09 0.21
C 3.89992 1.35450 -6.05238 0.02 0.99 -0.01
O 4.56594 0.39095 -6.44408 0.31 -0.10 0.23
O 2.90489 0.05296 -4.20697 -0.14 -1.23 0.01
O 3.46221 4.82629 -6.73276 -2.18 -1.10 1.41
H 4.98087 2.80269 -7.15471 -0.21 0.51 -0.20
H 1.14938 2.02314 -3.88130 -0.18 0.08 0.12
C -6.22038 5.46520 4.12596 0.39 2.24 -0.91
C -5.38112 5.19703 2.80970 -1.04 -0.98 2.91
O -6.15644 4.11588 2.28133 0.43 -1.31 -0.97
C -5.62104 2.89951 2.27349 0.18 -1.63 -1.21
O -4.44223 2.62660 2.42076 -1.04 0.12 0.15
O -6.59703 1.96783 1.97860 0.97 1.05 -0.62
C -6.19976 0.64009 1.57842 0.94 -1.57 0.97
H -6.99421 6.18391 3.85628 -0.06 0.23 0.29
H -5.55742 5.91364 4.86588 -0.18 0.17 0.13
H -6.77804 4.66262 4.60863 0.64 -0.60 -0.59
H -4.39998 4.95401 3.21764 0.16 -0.70 -0.87
H -5.26485 5.96454 2.04451 -0.52 0.16 0.34
H -5.47675 0.37238 0.80791 0.27 1.77 -0.79
H -7.02225 -0.00925 1.27846 -0.60 0.87 0.51
H -5.67992 0.13670 2.39357 -0.49 0.12 0.61
C 6.79282 9.80320 0.84072 -0.99 0.21 1.14
C 5.79306 8.63155 0.49874 0.51 0.29 -0.38
O 4.42515 9.07895 0.58003 0.04 0.53 -0.12
C 3.45030 8.20931 0.82382 0.60 -3.83 1.15
O 3.60997 6.97587 1.10233 -0.30 3.72 -0.88
O 2.31159 8.83686 0.76877 -1.36 0.89 -0.02
C 1.03331 8.25708 1.25449 1.90 -0.81 0.04
H 6.69174 10.06298 1.89447 0.22 -0.73 0.48
H 6.59528 10.82340 0.51164 -0.72 -0.37 -1.24
H 7.85752 9.68376 0.64015 -0.21 -0.80 -0.14
H 5.84443 7.74061 1.12458 0.52 0.35 0.44
H 5.94145 8.23755 -0.50668 0.09 0.33 -0.21
H 0.73998 7.45344 0.57906 -0.23 0.35 -0.16
H 0.31853 9.06654 1.40266 0.35 -0.08 -0.30
H 1.29555 7.76628 2.19175 -0.23 0.21 0.14
C -7.96224 -6.61741 -1.01266 1.26 -0.62 0.12
C -6.46396 -6.85385 -0.72184 -1.38 -0.48 0.91
O -5.69908 -5.80761 -1.30959 0.09 0.14 -0.22
C -5.13215 -6.04194 -2.49368 1.59 0.56 -0.18
O -5.03540 -7.07352 -3.07776 -0.76 -1.53 -0.42
O -4.50292 -4.94487 -2.89890 0.29 2.07 0.18
C -3.76941 -4.97312 -4.16136 -0.64 -2.01 0.56
H -8.28489 -5.66827 -0.58474 -0.07 0.08 -0.35
H -8.54677 -7.41547 -0.55490 -0.02 0.01 -0.01
H -8.01303 -6.73641 -2.09495 -0.67 0.49 -0.08
H -6.21229 -7.86454 -1.04321 0.46 0.30 -0.45
H -6.28721 -6.82864 0.35343 0.19 0.35 -0.07
H -4.49762 -5.30038 -4.90348 0.26 0.41 -0.36
H -3.05957 -5.79359 -4.05625 0.16 -0.06 -0.20
H -3.19540 -4.08472 -4.42468 -0.79 0.30 0.69
C -9.76458 -1.30503 3.06957 0.55 0.31 -1.17
C -9.20638 -2.28885 2.01164 0.31 0.43 1.08
O -7.79868 -2.10977 2.08320 1.57 -0.06 -0.28
C -6.85744 -3.06620 1.84117 -1.76 -0.03 0.82
O -7.04379 -4.25642 1.79763 0.04 0.25 -0.37
O -5.71788 -2.42739 1.80588 -0.57 1.71 0.26
C -4.53441 -3.11380 1.63138 1.49 -0.62 -1.26
H -10.85227 -1.35721 3.11777 0.13 -0.21 0.49
H -9.52351 -0.30404 2.71181 -0.15 0.15 -0.25
H -9.19719 -1.32315 4.00009 -0.53 -0.70 0.23
H -9.47239 -1.91623 1.02246 -0.47 -0.62 -0.08
H -9.42477 -3.33352 2.23320 -0.34 0.04 -0.37
H -4.43452 -3.91579 2.36276 0.21 -0.06 -0.27
H -3.69880 -2.41393 1.63726 -0.23 0.22 0.93
H -4.46228 -3.40898 0.58459 -0.29 -0.98 0.01
C -4.66088 -0.67221 8.50764 -0.65 1.20 1.41
C -4.29396 0.59884 9.37660 0.65 -2.23 -0.24
O -4.43324 1.79000 8.66665 -0.34 0.95 -0.66
C -3.47039 2.14016 7.83044 3.61 -0.89 -0.61
O -2.33537 1.57738 7.70836 -3.93 1.76 0.31
O -3.87394 3.22461 7.16476 -0.87 -0.69 1.41
C -3.00357 3.80434 6.24684 1.23 0.37 -1.32
H -4.10857 -0.67508 7.56794 0.19 -0.11 0.35
H -5.72800 -0.75013 8.29956 -0.09 0.45 -0.20
H -4.50026 -1.52193 9.17117 0.59 -0.26 -0.36
H -3.25522 0.45820 9.67550 0.13 0.19 -0.07
H -4.85349 0.70578 10.30589 -0.37 -0.11 -0.34
H -3.46344 4.67634 5.78185 -0.51 -0.28 0.12
H -2.76508 3.07734 5.47052 0.18 0.28 0.03
H -2.08286 4.20431 6.67159 0.06 -0.48 0.28
C -3.21381 -4.54909 6.89857 1.52 -0.05 0.47
C -2.84921 -3.08907 6.49986 -0.19 -1.51 0.99
O -2.43208 -3.14572 5.15686 -0.22 -0.69 -1.09
C -2.09365 -2.12714 4.44026 0.71 2.96 -1.37
O -1.83282 -2.23152 3.23412 -0.34 0.64 2.36
O -2.06903 -0.92665 5.19641 0.59 -4.50 0.74
C -2.02151 0.31684 4.61363 -1.12 0.66 -2.21
H -2.45402 -5.27479 6.60843 0.44 0.37 -0.93
H -4.12798 -5.04331 6.56971 -0.34 0.81 0.27
H -2.97404 -4.64693 7.95736 -1.14 0.23 0.46
H -1.97445 -2.77120 7.06718 -0.26 0.13 0.32
H -3.68324 -2.40558 6.65910 0.18 -0.05 -0.26
H -2.18876 1.07647 5.37725 0.13 -0.32 -0.07
H -2.85728 0.23633 3.91858 -0.29 1.18 -0.29
H -1.15963 0.52411 3.97935 0.47 -0.15 0.37
C 0.65932 2.29488 6.05336 2.07 0.38 -0.43
C 1.75333 1.31234 6.45664 -1.15 0.35 0.85
O 1.36086 -0.01111 6.09926 1.04 -1.95 -1.99
C 1.52115 -0.44530 4.79842 0.48 -1.25 0.34
O 1.71044 0.20063 3.79168 -0.30 -0.10 1.61
O 1.45454 -1.84152 4.64863 0.21 2.50 0.44
C 1.76858 -2.78393 5.67598 -1.06 -0.22 0.71
H -0.29583 1.83616 5.79769 0.24 0.23 0.63
H 1.06861 2.78782 5.17155 -0.66 0.40 -0.09
H 0.70512 2.96753 6.90982 -1.06 0.51 -0.40
H 1.80297 1.33960 7.54517 -0.19 -0.77 0.10
H 2.76824 1.62052 6.20548 -0.01 -0.41 -0.93
H 1.24833 -3.67396 5.32201 0.66 -0.28 -0.03
H 1.30762 -2.57123 6.64054 -0.15 0.55 -0.04
H 2.83059 -2.91698 5.88222 0.05 0.00 -0.63
C 3.32173 -7.93624 -0.85464 -0.64 -0.92 -0.02
C 2.62946 -7.39270 0.38981 0.08 -0.98 -1.04
O 1.47591 -6.65831 -0.03827 -3.33 0.18 -0.51
C 0.20735 -7.19235 -0.26658 -1.03 -2.62 -0.43
O -0.22839 -8.39121 -0.18273 2.34 4.89 -0.03
O -0.58919 -6.14750 -0.72442 2.28 -0.39 0.96
C -1.95730 -6.22868 -1.09655 0.12 -0.22 -0.03
H 2.68186 -8.74934 -1.19750 -0.05 -0.25 -0.22
H 4.26885 -8.41675 -0.60934 0.16 0.30 0.01
H 3.39087 -7.25788 -1.70502 0.26 0.36 0.37
H 3.31351 -6.72704 0.91619 -0.70 0.22 0.11
H 2.30028 -8.23370 1.00011 0.19 0.28 0.20
H -2.50319 -6.95019 -0.48865 0.00 -0.04 -0.20
H -2.04381 -6.40472 -2.16876 0.08 -0.62 0.05
H -2.36363 -5.22323 -0.98677 0.02 -0.03 0.46
C -1.10651 4.64900 3.12892 1.17 1.48 0.89
O -0.96795 4.29628 4.28415 0.16 -0.29 1.08
N -1.95135 4.08181 2.29917 -1.09 -1.26 -1.21
N -0.45164 5.71594 2.58085 0.28 0.86 -0.56
H -2.46205 3.28470 2.65117 -0.23 0.20 -0.44
H -2.12517 4.48767 1.39078 -0.20 -0.36 0.07
H 0.11742 6.35994 3.11144 -0.19 -0.77 0.27
H -0.23838 5.65192 1.59570 0.16 0.07 -0.09
C -0.99851 -3.24059 -5.86435 1.57 0.81 1.10
O -0.68991 -3.07198 -4.72553 0.34 0.61 4.80
N -1.30828 -4.36839 -6.34606 -1.97 -4.94 -2.42
N -0.85598 -2.29286 -6.72162 0.03 3.61 -2.54
H -1.24295 -5.18265 -5.75208 0.08 0.03 -0.52
H -1.27111 -4.37884 -7.35532 -0.25 -1.21 0.32
H -0.88467 -2.49905 -7.70994 0.29 0.77 0.22
H -0.36434 -1.52627 -6.28490 0.02 0.32 -0.93
C 3.24029 3.22970 1.73530 -0.93 -2.23 0.49
O 3.01260 3.20885 0.56161 -0.25 -1.25 -4.26
N 3.20806 4.30952 2.35136 0.46 7.50 1.95
N 3.28078 2.23533 2.56746 0.77 -4.22 0.74
H 2.97926 5.00994 1.66059 0.23 1.37 0.96
H 3.34764 4.44721 3.34215 -0.32 0.19 -0.51
H 3.19348 1.34602 2.09669 0.66 -0.42 0.84
H 3.84475 2.38491 3.39188 -0.31 -0.83 -0.08
C 4.85863 -7.50543 2.95316 2.94 -5.11 -1.79
O 5.64754 -8.45582 2.73597 0.50 0.80 0.60
N 3.61849 -7.75542 3.16093 -4.09 -1.39 1.65
N 5.09371 -6.26498 2.77315 1.57 5.37 -0.43
H 3.36917 -8.73004 3.25068 -0.09 0.41 -0.02
H 2.92268 -7.02360 3.14057 -0.45 -0.27 0.27
H 4.32505 -5.61353 2.84292 0.18 0.37 -0.04
H 5.97860 -5.84772 2.52222 -0.04 -0.74 0.28
C 2.45434 -7.04077 -4.80100 1.87 1.97 -2.71
O 3.37287 -6.49216 -4.19272 -0.10 0.52 0.85
N 2.07192 -6.64851 -6.02710 0.07 1.61 -1.39
N 1.85395 -8.08009 -4.37614 -1.96 -4.10 3.36
H 1.72363 -7.19405 -6.80247 -0.01 -0.35 0.72
H 2.58503 -5.81921 -6.28987 0.16 0.56 -0.47
H 2.03125 -8.21291 -3.39074 -0.24 -0.74 -0.08
H 1.11499 -8.59767 -4.83016 0.21 0.48 0.12
C 0.75929 4.94720 -1.23722 0.82 0.20 0.87
O 0.53505 5.36168 -0.09147 0.40 -0.89 1.27
N 1.51064 3.96010 -1.69686 1.64 -1.96 2.14
N 0.23596 5.55892 -2.23087 -2.21 2.20 -2.76
H 2.05677 3.52941 -0.96449 0.44 -0.32 -0.28
H 1.69272 3.81575 -2.67977 -0.01 0.03 -0.01
H 0.35177 5.01604 -3.07465 -0.78 1.06 -1.22
H -0.46158 6.24380 -1.97691 0.14 0.00 -1.08
C -7.84353 -2.11957 -2.03299 2.99 2.18 1.13
O -7.53174 -0.91013 -2.00159 -0.52 -0.49 -0.36
N -6.97118 -3.09762 -1.95739 1.04 -1.06 -0.52
N -9.05104 -2.56794 -1.90175 -5.53 -0.11 0.24
H -7.40473 -3.99855 -1.81437 1.20 -0.07 0.12
H -5.99167 -2.85290 -1.92931 0.46 -0.31 -0.28
H -9.39847 -3.47845 -2.16699 0.47 0.18 0.11
H -9.75292 -1.91560 -1.58249 0.06 -0.04 -0.47
C -4.24994 -1.11761 -3.42031 -0.25 -2.05 1.85
O -4.45183 -1.64638 -2.33618 -0.63 -0.55 1.82
N -3.10175 -1.25835 -4.03139 2.42 0.29 -1.61
N -5.12744 -0.49365 -4.15611 -2.29 1.65 -1.19
H -3.15704 -0.76188 -4.90920 1.42 -0.52 -0.35
H -2.49954 -2.05257 -3.86809 0.09 0.37 -0.01
H -4.69953 0.05625 -4.88727 -0.77 0.48 -0.15
H -6.05165 -0.28804 -3.80445 0.27 0.12 0.11
C 0.57884 -5.21208 2.97173 1.22 -0.42 1.25
O 1.33549 -6.14922 3.16410 0.52 -1.38 -0.24
N -0.67779 -5.19024 3.26708 -4.63 -2.04 0.88
N 0.94873 -4.01574 2.69558 3.20 4.46 -2.03
H -1.21848 -4.36763 3.04107 -0.35 -0.43 0.30
H -1.06226 -6.07387 3.56955 -0.48 0.40 -0.18
H 0.39347 -3.17793 2.59620 -0.39 -0.66 0.28
H 1.93854 -3.84499 2.58967 0.38 -0.15 -0.14
C -3.26745 4.39278 -1.24795 -1.33 -1.70 -0.21
O -2.89411 3.27945 -1.64961 -0.63 0.40 -0.19
N -2.46989 5.25792 -0.72226 4.41 2.81 1.72
N -4.50938 4.86922 -1.17571 -2.18 -1.13 -0.63
H -1.47409 5.15270 -0.85421 -0.17 -0.12 0.36
H -2.77306 6.16378 -0.39423 0.02 -0.26 -0.23
H -4.73655 5.70295 -0.65284 -0.01 -0.36 -0.28
H -5.24688 4.19521 -1.32373 -0.59 0.83 0.01
C 3.36653 -3.01322 -6.26833 2.18 -3.94 -2.37
O 3.37827 -4.23741 -6.42857 0.00 -1.28 -0.36
N 4.24318 -2.22703 -6.77355 4.04 1.37 -2.34
N 2.44184 -2.41912 -5.67515 -5.40 2.23 3.73
H 4.44204 -1.30646 -6.40871 -0.20 0.56 -0.21
H 4.89910 -2.62074 -7.43299 -0.02 0.00 0.42
H 1.80500 -3.04731 -5.20620 -0.30 0.67 0.37
H 2.53112 -1.42835 -5.50056 -0.41 -0.12 0.51
C 5.38791 -4.03857 -2.54920 -1.87 4.01 -1.67
O 6.04488 -3.14628 -2.12406 3.31 3.36 2.29
N 5.48289 -5.25294 -2.26399 0.59 -7.02 1.63
N 4.38038 -3.79615 -3.37811 -1.90 0.12 -1.51
H 6.04772 -5.62334 -1.51308 -0.05 0.22 -0.45
H 4.78070 -5.82318 -2.71328 0.34 -0.79 0.42
H 4.11376 -2.86050 -3.64933 0.30 -0.40 -0.05
H 3.97299 -4.62796 -3.78088 -0.69 0.54 -0.74
C -2.22920 1.79257 -5.40211 2.86 0.43 -0.49
O -3.19750 1.11564 -5.56908 -2.64 -1.66 -0.62
N -1.12334 1.80743 -6.12420 1.85 -1.64 -3.83
N -1.94789 2.57684 -4.41555 -2.05 2.70 5.50
H -0.30644 2.28390 -5.76957 0.08 -0.29 -0.30
H -1.00810 1.05214 -6.78476 0.16 0.48 -0.21
H -1.23900 3.29515 -4.37542 0.10 -0.37 -0.36
H -2.54294 2.50468 -3.60266 -0.11 0.56 0.06
C -7.05090 2.74996 -1.90658 0.47 -1.02 -2.43
O -7.26380 3.93052 -1.91151 0.46 2.40 0.91
N -7.88974 1.87506 -2.41911 -4.19 -1.00 -0.79
N -5.90491 2.06937 -1.81822 2.55 0.41 1.98
H -8.63409 2.27303 -2.97378 -0.27 -0.47 0.56
H -7.79135 0.88613 -2.23903 -0.49 -0.10 -0.50
H -5.01982 2.55511 -1.84574 0.28 -0.96 0.35
H -6.05589 1.07350 -1.74371 1.24 0.06 -0.16
C 4.32934 -3.18860 1.72628 -1.64 -0.73 0.86
O 3.66910 -3.99789 2.31807 -1.81 -3.31 2.62
N 4.01552 -1.94972 1.88751 -0.41 4.48 0.45
N 5.23270 -3.51481 0.88364 2.91 0.24 -2.51
H 4.42643 -1.20639 1.34097 0.14 0.39 0.05
H 3.41612 -1.72194 2.66785 -0.06 -0.05 -0.32
H 5.56850 -4.46517 0.81919 -0.23 0.48 -0.48
H 5.49426 -2.71691 0.32237 1.08 -0.87 -0.73
C 4.21959 0.19189 -0.94296 2.70 -2.11 -0.56
O 4.85665 0.17038 0.12692 -0.45 0.42 0.45
N 4.63785 -0.59139 -1.98917 -0.31 0.84 0.65
N 3.14063 0.89023 -1.19553 -1.62 1.09 -0.18
H 5.55403 -1.01368 -1.94043 -0.29 -0.33 -0.11
H 4.13731 -0.49061 -2.86061 0.27 -0.26 -0.34
H 2.68678 1.43624 -0.47720 0.53 0.26 -0.08
H 2.83293 0.91953 -2.15707 -0.27 0.11 -0.01
```
Forces are in eV/Å.